Entry from the Open Molecules 2025 dataset: a structure of composition C5H4LiO7Zn (ωB97M-V/def2-TZVPD).

The geometry in XYZ format:
```
18
Properties=species:S:1:pos:R:3:lowdin_charge:R:1
O 0.280 1.397 1.541 -0.10
C 0.914 1.407 0.440 -0.61
O 2.023 1.839 0.111 -0.01
O 0.655 0.143 -1.671 -0.13
O 1.187 -1.480 -0.147 0.02
C 0.391 -2.268 0.715 -0.15
C -1.027 -1.919 0.293 -0.15
O -0.914 -0.536 -0.036 -0.19
C 0.552 -0.277 -0.477 -0.53
H 0.640 -3.324 0.563 0.14
H 0.576 -1.996 1.766 0.13
H -1.765 -2.078 1.088 0.12
H -1.341 -2.476 -0.600 0.14
Zn -1.526 0.994 0.917 1.06
Li 1.485 1.833 -1.907 0.76
O -1.654 2.581 -0.306 -0.06
O -0.013 3.426 -1.595 0.03
C -0.462 2.734 -0.693 -0.48
```

E_LUMO (spin up / spin down) (Eh): -0.0764 / -0.0771
Multiplicity: 2
ΔE to the lowest compared entry with this formula, charge and spin (kcal per mole): 35.52
Electronic energy (Eh): -2506.4387
HOMO (spin up / spin down) (eV): -7.27 / -7.51
⟨S²⟩: 0.7726
Frontier orbital gap (spin up / spin down) (eV): 5.194 / 5.414